*i*
Here is C10H37Ca2O19PS2 as an isolated structure from OMol25. Energies are from ωB97M-V/def2-TZVPD.

- LUMO energy: -0.9164 eV
- Highest occupied orbital energy: -9.5 eV
- Kohn-Sham gap: 8.567 eV

Structure (ORCA input):
```
! wB97M-V def2-TZVPD RIJCOSX def2/J DEFGRID3
* xyz 0 1
Ca 4.023 -14.422 -8.837
Ca 7.995 -11.990 -11.274
S 7.431 -13.600 -8.216
O 7.790 -12.531 -9.172
O 8.036 -13.347 -6.909
O 5.966 -13.678 -8.107
O 7.891 -14.914 -8.757
S 5.251 -12.712 -11.786
O 4.567 -13.515 -10.728
O 6.529 -13.381 -12.185
O 4.352 -12.482 -12.874
O 5.751 -11.437 -11.161
C 10.656 -13.739 -4.276
O 10.502 -14.212 -5.605
H 10.046 -14.311 -3.576
H 11.709 -13.830 -4.006
H 10.422 -12.669 -4.211
H 9.593 -14.018 -5.864
C 7.205 -16.037 -5.154
O 7.311 -14.713 -4.656
H 6.694 -16.635 -4.403
H 6.651 -16.083 -6.101
H 8.196 -16.459 -5.363
H 7.496 -14.163 -5.436
C 9.708 -14.993 -11.988
O 9.113 -14.075 -11.071
H 10.100 -14.433 -12.836
H 10.536 -15.538 -11.532
H 8.979 -15.726 -12.338
H 8.757 -14.527 -10.275
C 9.932 -17.725 -8.141
O 9.390 -17.150 -9.314
H 10.614 -17.046 -7.613
H 9.151 -17.990 -7.412
H 10.478 -18.633 -8.383
H 8.949 -16.325 -9.065
C 10.102 -10.470 -6.952
O 8.808 -10.737 -6.420
H 10.396 -9.464 -6.660
H 10.848 -11.169 -6.560
H 10.081 -10.538 -8.047
H 8.570 -11.645 -6.675
C 5.747 -16.664 -10.632
O 5.596 -16.221 -9.276
H 4.790 -17.040 -10.995
H 6.048 -15.836 -11.280
H 6.484 -17.465 -10.715
H 6.459 -15.805 -9.038
C 5.725 -9.927 -7.991
O 5.118 -9.531 -9.209
H 6.792 -10.141 -8.086
H 5.634 -9.113 -7.267
H 5.234 -10.800 -7.543
H 5.361 -10.188 -9.883
C 2.102 -10.136 -7.532
O 1.874 -10.986 -6.388
P 2.856 -12.149 -6.077
O 3.354 -12.824 -7.291
O 3.946 -11.492 -5.192
C 5.220 -12.158 -4.998
O 2.050 -13.117 -5.154
C 1.580 -12.632 -3.889
H 1.960 -9.101 -7.221
H 1.351 -10.359 -8.285
H 3.114 -10.217 -7.929
H 5.969 -11.382 -4.850
H 5.495 -12.705 -5.895
H 5.180 -12.814 -4.133
H 2.110 -13.112 -3.070
H 0.521 -12.877 -3.806
H 1.671 -11.551 -3.794
*
```


*ii*
Here is C10H37Ca2O19PS2 as an isolated structure from OMol25. Energies are from ωB97M-V/def2-TZVPD.

- LUMO energy: -4.1140 eV
- Highest occupied orbital energy: -7.1 eV
- Kohn-Sham gap: 2.938 eV

Structure (ORCA input):
```
! wB97M-V def2-TZVPD RIJCOSX def2/J DEFGRID3
* xyz 0 1
Ca -2.584 -8.630 -16.907
Ca 2.242 -13.295 -19.065
S 0.321 -12.130 -14.715
O 1.304 -12.354 -15.754
O 0.923 -11.282 -13.729
O -0.843 -11.404 -15.192
O -0.156 -13.430 -14.174
S 0.721 -9.947 -20.369
O -0.221 -9.260 -19.512
O 0.195 -11.296 -20.471
O 0.866 -9.354 -21.696
O 1.973 -10.130 -19.610
C 4.285 -8.154 -15.368
O 4.344 -8.132 -16.809
H 4.966 -8.936 -15.033
H 4.684 -7.261 -14.887
H 3.236 -8.408 -15.215
H 3.738 -8.819 -17.095
C -1.208 -16.626 -17.981
O -0.177 -15.805 -17.583
H -2.089 -16.087 -18.328
H -0.915 -17.365 -18.726
H -1.463 -17.289 -17.154
H -0.488 -15.452 -16.746
C 1.219 -15.374 -10.216
O -0.029 -15.861 -10.782
H 2.113 -15.986 -10.341
H 1.454 -14.493 -10.813
H 1.107 -15.186 -9.148
H -0.113 -15.485 -11.662
C -1.331 -10.658 -9.830
O 0.026 -10.309 -10.032
H -1.430 -11.538 -9.194
H -1.795 -9.839 -9.280
H -1.851 -10.712 -10.787
H 0.300 -10.695 -10.867
C 4.967 -12.900 -12.951
O 4.556 -11.740 -12.267
H 6.054 -12.898 -13.027
H 4.622 -13.791 -12.427
H 4.680 -13.003 -13.997
H 3.680 -11.541 -12.608
C -4.626 -15.316 -12.395
O -3.955 -15.664 -13.659
H -4.136 -15.690 -11.496
H -5.007 -14.298 -12.322
H -5.585 -15.834 -12.424
H -3.187 -15.100 -13.777
C -1.049 -6.522 -12.689
O -0.899 -7.377 -13.838
H -1.817 -5.803 -12.975
H -1.359 -7.147 -11.851
H -0.097 -6.044 -12.460
H -0.413 -8.126 -13.486
C 3.517 -17.385 -14.813
O 4.083 -18.172 -15.866
P 5.210 -17.281 -16.734
O 4.606 -16.064 -17.373
O 6.312 -16.967 -15.588
C 6.952 -18.047 -14.874
O 5.837 -18.397 -17.716
C 6.616 -18.038 -18.858
H 2.474 -17.682 -14.710
H 3.486 -16.311 -14.996
H 3.982 -17.672 -13.870
H 6.527 -18.211 -13.884
H 8.030 -17.938 -14.756
H 6.943 -18.990 -15.421
H 7.692 -18.038 -18.681
H 6.369 -17.017 -19.150
H 6.375 -18.769 -19.629
*
```


According to the calculations, the structures order from most to least stable as *i*, *ii*.


*i*
Here is C22H39IrN2O4S as an isolated structure from OMol25. Energies are from ωB97M-V/def2-TZVPD.

- LUMO energy (alpha / beta): -9.6926 / -10.7102 eV
- Highest occupied orbital energy (alpha / beta): -17.8 / -18.1 eV
- Kohn-Sham gap (alpha / beta): 8.083 / 7.361 eV
- <S²>: 0.758

Structure (ORCA input):
```
! wB97M-V def2-TZVPD RIJCOSX def2/J DEFGRID3
* xyz 3 2
Ir 0.653 -0.054 -0.695
C -0.754 -3.393 2.441
N -0.824 -1.956 2.755
C -1.301 -1.640 4.103
C -0.415 -1.069 1.884
O 0.006 -1.429 0.741
C -0.422 0.379 2.292
O -0.033 1.205 1.179
C 1.057 2.054 1.505
C 2.318 1.215 1.419
O 2.304 0.237 0.596
N 3.361 1.491 2.149
C 3.420 2.655 3.050
C 4.578 0.665 2.071
H -0.391 -3.923 3.319
H -1.747 -3.769 2.193
H -0.082 -3.562 1.609
H -0.516 -1.826 4.837
H -1.638 -0.611 4.189
H -2.144 -2.288 4.333
H -1.415 0.697 2.603
H 0.271 0.525 3.124
H 1.072 2.837 0.745
H 0.908 2.510 2.482
H 2.946 3.526 2.605
H 2.965 2.425 4.014
H 4.465 2.899 3.218
H 4.351 -0.296 1.627
H 5.331 1.183 1.476
H 4.966 0.523 3.077
C 0.897 -1.318 -2.436
C 2.125 -0.623 -2.136
C 1.869 0.803 -2.228
C 0.522 0.956 -2.636
C -0.022 -0.351 -2.915
C -1.308 -0.645 -3.566
C -0.198 2.242 -2.848
C 2.901 1.865 -2.101
C 3.459 -1.224 -1.889
C 0.735 -2.797 -2.399
H -1.121 -0.674 -4.648
H -2.050 0.123 -3.380
H -1.685 -1.627 -3.286
H -0.029 2.591 -3.870
H 0.173 3.019 -2.181
H -1.269 2.126 -2.707
H 3.361 2.048 -3.075
H 3.693 1.562 -1.418
H 2.472 2.809 -1.764
H 3.919 -1.472 -2.849
H 3.396 -2.145 -1.311
H 4.112 -0.525 -1.375
H 0.788 -3.213 -3.408
H -0.232 -3.073 -1.978
H 1.521 -3.256 -1.803
O -1.731 0.295 -0.972
S -2.807 0.010 0.088
C -3.948 -1.195 -0.656
C -5.344 -0.644 -0.406
C -5.254 0.844 -0.739
C -4.023 1.371 -0.001
H -3.764 -2.186 -0.243
H -3.690 -1.179 -1.715
H -5.633 -0.790 0.637
H -6.079 -1.164 -1.020
H -6.145 1.386 -0.427
H -5.142 0.987 -1.814
H -4.249 1.654 1.028
H -3.508 2.198 -0.492
*
```


*ii*
Here is C22H39IrN2O4S as an isolated structure from OMol25. Energies are from ωB97M-V/def2-TZVPD.

- LUMO energy (alpha / beta): -10.3258 / -10.7508 eV
- Highest occupied orbital energy (alpha / beta): -16.9 / -18.1 eV
- Kohn-Sham gap (alpha / beta): 6.554 / 7.346 eV
- <S²>: 0.896

Structure (ORCA input):
```
! wB97M-V def2-TZVPD RIJCOSX def2/J DEFGRID3
* xyz 3 2
Ir 0.451 -0.128 -0.374
C -1.699 -3.247 2.710
N -1.315 -1.916 3.183
C -1.703 -1.618 4.557
C -0.646 -1.111 2.388
O -0.333 -1.462 1.220
C -0.259 0.265 2.892
O 0.118 1.088 1.799
C 1.212 1.955 2.045
C 2.479 1.314 1.496
O 2.360 0.575 0.476
N 3.641 1.542 2.059
C 3.825 2.439 3.201
C 4.848 0.893 1.547
H -1.563 -3.971 3.510
H -2.750 -3.246 2.418
H -1.090 -3.533 1.859
H -1.017 -2.084 5.266
H -1.726 -0.551 4.756
H -2.698 -2.021 4.737
H -1.107 0.739 3.391
H 0.560 0.159 3.610
H 1.013 2.864 1.470
H 1.291 2.208 3.101
H 3.242 3.352 3.092
H 3.565 1.944 4.139
H 4.873 2.720 3.259
H 4.574 0.052 0.919
H 5.442 1.604 0.971
H 5.449 0.533 2.380
C 1.109 -1.288 -2.547
C 2.218 -0.436 -2.209
C 1.810 0.919 -2.438
C 0.458 0.908 -2.924
C 0.034 -0.444 -3.021
C -1.191 -0.910 -3.696
C -0.283 2.076 -3.434
C 2.691 2.100 -2.379
C 3.589 -0.879 -1.894
C 1.168 -2.757 -2.698
H -1.023 -0.918 -4.780
H -2.020 -0.226 -3.521
H -1.460 -1.925 -3.409
H -0.019 2.235 -4.487
H -0.015 2.991 -2.909
H -1.360 1.928 -3.401
H 3.196 2.240 -3.343
H 3.474 1.969 -1.635
H 2.133 3.013 -2.179
H 4.147 -1.036 -2.826
H 3.601 -1.822 -1.350
H 4.124 -0.120 -1.329
H 1.255 -2.997 -3.765
H 0.260 -3.244 -2.344
H 2.032 -3.184 -2.197
O -1.661 0.202 -0.808
S -2.830 -0.215 0.107
C -3.947 -1.243 -0.919
C -5.323 -0.712 -0.558
C -5.207 0.805 -0.700
C -3.984 1.217 0.114
H -3.787 -2.291 -0.676
H -3.696 -1.058 -1.963
H -5.581 -0.986 0.468
H -6.094 -1.118 -1.211
H -6.101 1.315 -0.344
H -5.067 1.065 -1.751
H -4.243 1.390 1.158
H -3.444 2.078 -0.277
*
```


According to the calculations, the structures order from most to least stable as *i*, *ii*.


*i*
Here is one molecule with the formula C7H14N2O3 from OMol25. Energies are from ωB97M-V/def2-TZVPD.

- LUMO energy: 0.4579 eV
- Highest occupied orbital energy: -8.8 eV
- SMILES: O=[N+]([O-])OCCC1CCNCC1
- Kohn-Sham gap: 9.245 eV

Structure (ORCA input):
```
! wB97M-V def2-TZVPD RIJCOSX def2/J DEFGRID3
* xyz 0 1
O -2.899 1.883 0.020
N -2.906 0.679 -0.222
O -3.367 0.157 -1.180
O -2.437 -0.091 0.757
C -1.956 -1.402 0.294
C -0.650 -1.188 -0.397
C 0.622 -1.012 0.503
C 0.501 0.338 1.393
C 0.573 1.664 0.552
N 1.821 1.584 -0.256
C 1.972 0.427 -1.138
C 1.954 -0.847 -0.316
H -2.797 -1.824 -0.263
H -1.766 -2.107 1.081
H -0.793 -0.312 -1.061
H -0.460 -2.041 -1.039
H 0.704 -1.900 1.127
H 1.343 0.375 2.112
H -0.503 0.371 1.926
H 0.656 2.648 1.124
H -0.398 1.706 -0.039
H 1.898 2.414 -0.791
H 2.910 0.494 -1.654
H 1.115 0.299 -1.853
H 2.119 -1.589 -1.088
H 2.743 -0.725 0.408
*
```


*ii*
Here is one molecule with the formula C7H14N2O3 from OMol25. Energies are from ωB97M-V/def2-TZVPD.

- LUMO energy: 0.3258 eV
- Highest occupied orbital energy: -9.2 eV
- SMILES: CC(=O)N[C@@H]1CN[C@@H](CO)[C@@H]1O
- Kohn-Sham gap: 9.553 eV

Structure (ORCA input):
```
! wB97M-V def2-TZVPD RIJCOSX def2/J DEFGRID3
* xyz 0 1
C -0.231 0.760 -2.610
C -1.173 -0.317 -2.131
O -1.967 -0.980 -3.027
N -1.023 -1.009 -0.830
C -1.116 -0.281 0.295
C -1.109 1.097 0.162
N 0.335 1.553 0.217
C 1.152 0.271 0.664
C 2.225 0.390 1.601
O 1.521 0.774 2.733
C 0.154 -0.608 1.252
O 0.601 -1.960 1.305
H 0.419 0.387 -3.455
H -0.917 1.601 -2.930
H 0.605 1.083 -2.041
H -1.901 -1.596 -1.179
H -1.817 -0.677 1.170
H -1.487 1.385 -0.838
H -1.663 1.443 1.000
H 0.245 2.268 1.078
H 1.691 -0.319 -0.293
H 2.993 1.301 1.368
H 2.965 -0.480 1.492
H 2.346 1.481 3.046
H -0.050 -0.250 2.160
H 0.734 -1.976 0.237
*
```


According to the calculations, the structures order from most to least stable as *i*, *ii*.